Record 1
ORCA calculation (the ωB97M-V functional and the def2-TZVPD basis) on a molecular structure, CH10B2BeCl2 at a distorted geometry.

Each line ends with the Löwdin charge.
Cartesian coordinates (Å):
Be -1.284 -6.025 0.441  0.976
B -1.446 -3.457 0.692  -0.352
H -2.304 -3.798 0.133  -0.072
H -1.368 -3.965 1.641  -0.082
H -0.560 -3.724 0.138  -0.077
H -1.527 -2.387 0.804  -0.010
B -1.292 -8.423 -0.227  -0.325
H -0.329 -7.959 -0.079  -0.070
H -1.803 -7.883 -1.008  -0.061
H -1.159 -9.449 -0.533  -0.007
H -1.863 -8.292 0.679  -0.083
C -4.858 -6.425 3.247  -1.007
Cl -4.381 -7.834 4.218  0.530
Cl -3.711 -6.073 1.987  0.567
H -5.773 -6.678 2.710  0.029
H -5.065 -5.490 3.767  0.045

E_LUMO   -2.9 eV
Strongest force on any atom   0.106 hartree/bohr
ΔE to the lowest compared entry with this formula, charge and spin   3.3876 eV
Gap between HOMO and LUMO   8.31 eV
Spin multiplicity   1

Record 2
ORCA calculation (the ωB97M-V functional and the def2-TZVPD basis) on a molecular structure, C16H28F12Li2N4P2 at a distorted geometry.

Each line ends with the Löwdin charge.
Cartesian coordinates (Å):
Li -1.874 -0.303 4.187  0.896
Li 1.055 5.304 -0.871  0.940
P -0.325 1.910 1.035  0.225
F -1.514 0.905 0.476  -0.193
F 0.687 1.503 -0.213  -0.189
F -1.017 3.014 0.057  -0.208
F 0.742 3.028 1.518  -0.183
F -1.384 2.351 2.237  -0.208
F 0.256 0.853 2.134  -0.176
P -1.575 0.598 8.038  0.158
F -2.364 -0.565 7.205  -0.210
F -2.375 1.780 7.250  -0.184
F -2.734 0.537 9.175  -0.171
F -0.808 1.782 8.814  -0.160
F -0.816 -0.584 8.848  -0.173
F -0.335 0.539 6.945  -0.212
C 4.853 2.734 4.311  -0.093
C 5.410 1.862 3.115  -0.223
C 6.326 0.710 3.605  -0.195
C 7.467 0.877 4.534  -0.235
N 8.299 1.027 5.268  0.141
H 4.399 3.639 3.907  0.060
H 5.601 2.954 5.073  0.062
H 4.080 2.223 4.885  0.073
H 5.904 2.394 2.302  0.099
H 4.504 1.357 2.780  0.096
H 6.838 0.431 2.684  0.102
H 5.692 -0.161 3.763  0.115
C 3.070 -3.392 0.166  -0.101
C 1.846 -3.784 -0.651  -0.257
C 0.906 -4.634 0.201  -0.210
C 0.326 -4.035 1.372  -0.240
N -0.171 -3.517 2.281  0.140
H 3.460 -4.336 0.546  0.079
H 2.806 -2.722 0.984  0.076
H 3.727 -2.907 -0.556  0.074
H 2.185 -4.345 -1.522  0.108
H 1.278 -2.948 -1.059  0.111
H 1.401 -5.512 0.615  0.122
H 0.064 -5.026 -0.370  0.122
C -5.871 -1.951 -3.043  -0.112
C -6.282 -0.478 -3.115  -0.256
C -7.764 -0.306 -2.779  -0.191
C -8.708 -1.299 -3.323  -0.253
N -9.436 -2.068 -3.690  0.149
H -6.476 -2.516 -3.751  0.068
H -5.974 -2.375 -2.044  0.080
H -4.842 -2.048 -3.388  0.068
H -6.052 -0.151 -4.129  0.105
H -5.746 0.172 -2.424  0.107
H -8.097 0.656 -3.170  0.114
H -7.903 -0.317 -1.698  0.120
C 1.674 0.974 -7.457  -0.110
C 0.513 0.610 -6.509  -0.237
C -0.423 1.839 -6.192  -0.169
C 0.177 2.864 -5.336  -0.234
N 0.640 3.690 -4.683  0.120
H 1.274 1.629 -8.232  0.068
H 2.254 0.102 -7.759  0.077
H 2.339 1.706 -6.999  0.069
H 1.069 0.110 -5.716  0.104
H -0.156 -0.174 -6.864  0.101
H -1.308 1.514 -5.645  0.114
H -0.787 2.275 -7.122  0.119

E_LUMO   -2.9 eV
Strongest force on any atom   0.098 hartree/bohr
Gap between HOMO and LUMO   7.90 eV
Spin multiplicity   1

Record 3
ORCA calculation (the ωB97M-V functional and the def2-TZVPD basis) on 2 unconnected molecules or ions with the total composition C8H14 at a distorted geometry.

Each line ends with the Löwdin charge.
Cartesian coordinates (Å):
C 1.535 1.762 1.891  0.017
C 1.037 0.510 1.899  -0.213
C 1.805 -0.689 2.150  -0.209
C 1.260 -1.911 2.160  0.011
H 2.547 1.959 2.194  0.052
H 0.844 2.566 1.761  0.044
H 0.014 0.356 1.520  0.088
H 2.878 -0.563 2.267  0.102
H 1.914 -2.745 2.334  0.045
H 0.192 -2.100 1.996  0.065
C -0.926 0.539 -1.578  -0.175
C -1.724 -0.354 -2.213  -0.172
C -2.820 -1.184 -1.549  -0.111
C 0.177 1.336 -2.245  -0.112
H -0.935 0.537 -0.492  0.069
H -1.616 -0.445 -3.252  0.072
H -3.824 -0.864 -1.837  0.060
H -2.689 -2.250 -1.871  0.079
H -2.826 -1.019 -0.447  0.073
H 0.121 1.140 -3.361  0.087
H 1.149 0.968 -1.938  0.057
H 0.163 2.405 -1.969  0.071

E_LUMO   1.0 eV
Strongest force on any atom   0.051 hartree/bohr
ΔE to the lowest compared entry with this formula, charge and spin   2.2750 eV
SMILES   C/C=C/C.C=CC=C
Gap between HOMO and LUMO   9.87 eV
Spin multiplicity   1

Record 4
ORCA calculation (the ωB97M-V functional and the def2-TZVPD basis) on 2 unconnected molecules or ions with the total composition CH5N3O2S at a distorted geometry.

Each line ends with the Löwdin charge.
Cartesian coordinates (Å):
C 2.113 -0.104 0.432  -0.452
N 2.723 0.654 -0.253  0.201
N -1.421 -1.021 0.358  0.012
N -1.128 0.246 -0.251  -0.660
O 1.570 -0.805 1.195  0.121
O 0.012 -0.218 -1.084  -0.178
S -0.996 1.705 0.510  0.762
H 2.793 0.788 -1.245  0.090
H -0.436 -1.075 -1.444  0.137
H -0.727 -1.321 0.921  0.006
H -2.309 -1.027 0.831  0.083
H -2.194 2.179 0.030  -0.123

E_LUMO   0.6 eV
Strongest force on any atom   0.079 hartree/bohr
ΔE to the lowest compared entry with this formula, charge and spin   3.4945 eV
SMILES   NN(O)S.N=C=O
Gap between HOMO and LUMO   9.33 eV
Spin multiplicity   1

Record 5
ORCA calculation (the ωB97M-V functional and the def2-TZVPD basis) on a molecular structure, C16H13F6N4O11OsS3Te at a distorted geometry.

Each line ends with the Löwdin charge.
Cartesian coordinates (Å):
Os -1.117 -1.356 1.333  1.378
F -3.934 2.212 3.134  0.190
C -2.762 2.686 2.765  -0.635
F -2.876 3.103 1.475  0.046
F -2.447 3.731 3.496  0.206
S -1.448 1.356 2.674  0.566
O -2.151 0.454 1.746  -0.591
O -0.372 2.065 2.056  -0.364
N -1.238 0.841 4.096  -0.241
S -1.249 -0.680 4.584  0.681
O -1.104 -1.589 3.466  -0.412
O -0.474 -0.896 5.734  -0.168
C -3.075 -0.859 4.983  -0.655
F -3.497 0.053 5.839  0.182
F -3.406 -2.063 5.403  0.192
F -3.687 -0.641 3.805  0.113
O -0.329 -3.131 0.949  -0.260
N 0.021 -3.424 -0.297  -0.183
C 0.855 -4.457 -0.493  0.021
C 1.217 -4.834 -1.764  0.002
C 0.702 -4.141 -2.860  -0.011
C -0.135 -3.064 -2.638  -0.042
C -0.456 -2.696 -1.334  -0.548
S -1.446 -1.298 -0.938  0.673
H 1.218 -4.932 0.405  0.159
H 1.890 -5.665 -1.899  0.127
H 0.963 -4.432 -3.865  0.126
H -0.553 -2.486 -3.448  0.122
C -3.103 2.245 -1.318  -0.240
Te -1.212 1.903 -0.366  1.859
C -0.694 3.984 -0.302  -0.209
H -3.923 2.210 -0.605  0.030
H -3.193 1.438 -2.047  0.027
H -3.078 3.207 -1.833  0.044
H -0.183 4.241 -1.232  0.028
H -0.038 4.144 0.550  0.034
H -1.606 4.577 -0.205  0.039
O 2.291 -2.203 0.730  0.086
C 1.946 -1.045 0.592  -0.588
O 0.984 -0.458 1.210  -0.186
C 2.516 -0.218 -0.550  -0.080
C 3.680 -0.475 -1.262  0.094
C 3.919 0.295 -2.401  -0.106
C 3.039 1.251 -2.889  0.113
C 1.840 1.449 -2.195  -0.152
C 1.649 0.747 -1.010  -0.005
N 0.808 2.258 -2.618  -0.304
O 0.911 3.336 -3.206  0.077
O -0.467 1.830 -2.285  -0.352
N 5.145 0.031 -3.157  -0.363
O 5.901 -0.787 -2.697  0.105
O 5.297 0.636 -4.187  0.106
H 4.390 -1.228 -0.960  0.137
H 3.261 1.792 -3.795  0.138
H 0.809 0.986 -0.371  -0.006

E_LUMO (alpha / beta)   -4.0 / -5.0 eV
Strongest force on any atom   0.082 hartree/bohr
Net charge   +1
Gap between HOMO and LUMO (alpha / beta)   6.78 / 7.54 eV
Spin multiplicity   5

Record 6
ORCA calculation (the ωB97M-V functional and the def2-TZVPD basis) on a molecular structure, C31H33BN7O7P2SeV at a distorted geometry.

Each line ends with the Löwdin charge.
Cartesian coordinates (Å):
V -1.038 -0.340 0.866  0.852
C 2.962 -0.140 2.292  -0.068
C 2.864 0.508 3.513  -0.073
C 1.648 1.029 3.911  -0.017
C 0.522 0.890 3.097  -0.165
C 0.584 0.180 1.887  -0.194
C 1.833 -0.315 1.503  -0.171
C -0.722 1.607 3.338  -0.195
C -1.005 2.276 4.554  0.011
C -2.133 3.033 4.661  0.006
C -2.974 3.177 3.537  -0.151
C -4.142 3.962 3.563  -0.037
C -4.925 4.084 2.448  -0.077
C -4.525 3.478 1.248  -0.055
C -3.383 2.727 1.187  -0.003
C -2.610 2.488 2.345  -0.187
N -1.530 1.674 2.288  0.145
H 3.917 -0.518 1.955  0.108
H 3.743 0.649 4.124  0.102
H 1.591 1.581 4.836  0.101
H 1.947 -0.790 0.534  0.047
H -0.334 2.168 5.391  0.104
H -2.380 3.544 5.582  0.119
H -4.398 4.461 4.487  0.111
H -5.839 4.658 2.485  0.103
H -5.126 3.617 0.360  0.109
H -3.044 2.327 0.246  0.097
B -2.912 0.350 -1.712  -0.404
N -1.663 1.214 -1.449  -0.057
C -1.282 2.279 -2.162  -0.070
C -0.114 2.780 -1.618  -0.043
C 0.152 1.940 -0.546  -0.147
N -0.793 1.003 -0.467  -0.094
N -3.568 0.008 -0.345  -0.076
C -4.864 -0.255 -0.171  -0.069
C -5.083 -0.526 1.169  -0.024
C -3.829 -0.402 1.752  -0.120
N -2.940 -0.084 0.818  -0.120
H -3.696 0.996 -2.332  0.080
H -2.601 -0.656 -2.285  0.077
H -1.852 2.622 -3.000  0.122
H 0.462 3.623 -1.941  0.094
H 0.947 1.988 0.178  0.114
H -5.552 -0.252 -0.993  0.126
H -6.012 -0.777 1.641  0.095
H -3.530 -0.528 2.777  0.121
C 0.243 -5.061 0.539  -0.052
C -0.894 -4.107 0.804  -0.587
O -2.090 -4.802 1.100  -0.047
P -0.588 -3.060 2.286  0.514
O -0.867 -4.076 3.478  -0.080
O 0.954 -2.813 2.494  -0.081
O -1.422 -1.841 2.420  -0.274
P -1.072 -2.921 -0.593  0.365
O -2.658 -2.579 -0.356  -0.148
O -0.875 -3.463 -1.938  -0.254
O -0.240 -1.737 -0.136  -0.443
H 0.441 -5.678 1.413  0.090
H 1.133 -4.491 0.283  0.092
H -0.027 -5.692 -0.306  0.095
H -2.816 -4.298 0.702  0.090
H -1.543 -4.710 3.223  0.079
H 1.232 -1.957 2.108  0.030
H -3.030 -2.493 -1.238  0.076
C 4.579 0.619 -1.805  -0.032
N 4.195 0.097 -3.083  -0.085
C 2.979 -0.448 -3.374  -0.741
Se 1.576 -0.701 -2.262  0.807
N 3.013 -0.827 -4.683  0.110
C 4.243 -0.553 -5.227  -0.183
C 4.784 -0.766 -6.481  -0.014
C 6.096 -0.366 -6.682  -0.097
C 6.839 0.231 -5.671  -0.095
C 6.304 0.447 -4.410  -0.011
C 4.997 0.044 -4.200  -0.163
H 3.715 0.556 -1.143  0.039
H 4.888 1.662 -1.896  0.100
H 5.403 0.037 -1.386  0.101
H 2.232 -1.276 -5.130  0.153
H 4.213 -1.231 -7.267  0.110
H 6.550 -0.523 -7.647  0.101
H 7.855 0.531 -5.872  0.100
H 6.882 0.907 -3.625  0.108

E_LUMO (alpha / beta)   -0.2 / -0.3 eV
Strongest force on any atom   0.043 hartree/bohr
ΔE to the lowest compared entry with this formula, charge and spin   1.1650 eV
Gap between HOMO and LUMO (alpha / beta)   7.00 / 6.90 eV
Spin multiplicity   3